# 1
The molecule C13H14N6O3S in a non-equilibrium geometry, computed with ωB97M-V/def2-TZVPD.

Properties
HOMO energy   -0.31522 Ha
Spin multiplicity   1
Charge   0
Structure (SMILES)   Cc1cc(NC(=O)CSc2nnc(-c3ccoc3C)n2N)no1
LUMO level   0.326 eV
Energy above the lowest of the compared OMol25 structures with the same formula, charge and spin   0.0 kcal/mol
HOMO-LUMO gap   8.9 eV

Each line ends with the Löwdin charge.
Geometry (Å):
H  -1.958  3.933  -0.900  0.085
N  2.755  2.073  0.961  0.120
C  -4.557  -0.380  0.091  0.055
N  0.349  0.721  -1.228  -0.011
N  -2.790  -1.630  -0.529  0.104
C  -1.576  2.913  -0.893  -0.350
N  -2.392  0.662  -0.689  0.148
C  0.725  1.591  -0.321  -0.618
S  -0.198  2.922  0.304  0.990
H  4.237  -1.721  2.543  0.091
O  -3.811  -2.445  -0.165  -0.003
N  1.982  1.295  0.111  -0.082
H  -5.884  -3.075  1.466  0.087
N  1.357  -0.136  -1.422  0.094
H  -6.845  -1.671  0.957  0.085
H  -1.465  0.419  -1.062  0.100
C  2.337  0.185  -0.621  -0.245
C  4.404  -0.920  -1.624  0.006
C  -6.105  -2.399  0.641  -0.005
C  -2.695  1.966  -0.476  -0.535
H  -6.508  -2.992  -0.179  0.088
C  5.500  -1.508  -1.084  -0.100
C  4.294  -0.869  0.610  -0.274
H  2.348  2.112  1.893  0.101
C  3.960  -0.787  2.059  -0.003
O  -3.734  2.376  -0.010  0.071
C  -4.870  -1.703  0.207  -0.318
H  6.361  -1.966  -1.527  0.122
H  4.510  0.015  2.556  0.084
H  -5.155  0.479  0.302  0.103
C  -3.218  -0.397  -0.384  -0.299
H  -1.158  2.643  -1.861  0.085
H  3.694  1.690  0.997  0.090
O  5.440  -1.484  0.260  0.056
C  3.611  -0.490  -0.521  -0.121
H  2.893  -0.629  2.192  0.085
H  4.161  -0.793  -2.658  0.115


# 2
A cluster of 2 separate species, C3H7OS in total in a non-equilibrium geometry, computed with ωB97M-V/def2-TZVPD.

Properties
HOMO energy   -0.09160 Ha
Spin multiplicity   1
Charge   -1
LUMO level   4.048 eV
Energy above the lowest of the compared OMol25 structures with the same formula, charge and spin   38.9 kcal/mol
HOMO-LUMO gap   6.5 eV

Each line ends with the Löwdin charge.
Geometry (Å):
O  3.797  -1.156  -0.195  -0.112
H  -0.254  0.215  1.274  0.042
C  2.554  -1.021  -0.206  -0.173
H  -2.837  0.187  0.083  0.036
C  -1.984  0.861  0.040  -0.305
H  -2.100  1.315  -0.912  0.030
H  0.159  1.049  -0.341  0.049
C  -0.576  0.349  0.186  -0.832
S  -0.517  -1.282  -0.623  0.164
H  2.023  -0.343  0.569  0.077
H  2.002  -1.827  -0.647  -0.027
H  -2.266  1.653  0.774  0.052


# 3
A cluster of 2 separate species, C4H11NS in total in a non-equilibrium geometry, computed with ωB97M-V/def2-TZVPD.

Properties
HOMO energy   -0.31660 Ha
Spin multiplicity   1
Charge   0
Structure (SMILES)   C=CN.CSC
LUMO level   0.631 eV
Energy above the lowest of the compared OMol25 structures with the same formula, charge and spin   53.9 kcal/mol
HOMO-LUMO gap   9.2 eV

Each line ends with the Löwdin charge.
Geometry (Å):
H  -3.008  1.790  -1.737  0.041
C  -4.717  -0.816  -0.632  -0.473
H  -3.753  1.996  0.054  0.060
H  4.870  -1.879  2.136  0.049
H  4.601  -1.890  0.379  0.048
N  4.022  0.581  -0.162  -0.013
H  3.142  1.065  0.056  0.064
H  -4.924  -1.840  -0.359  0.022
C  -3.065  1.450  -0.684  -0.413
H  -1.999  1.480  -0.370  -0.008
C  4.863  -1.276  1.241  -0.042
S  -3.034  -0.357  -0.226  0.705
H  -4.815  -0.659  -1.731  0.038
H  3.704  -0.261  -0.628  0.038
H  -5.481  -0.132  -0.276  0.028
H  4.846  0.724  1.875  0.080
C  4.749  0.027  1.063  -0.223


# 4
A structure of composition C21H31Br45FINO3P2 in a non-equilibrium geometry, computed with ωB97M-V/def2-TZVPD.

Properties
HOMO energy   -0.40990 Ha
Spin multiplicity   1
Charge   +1
LUMO level   -3.173 eV
HOMO-LUMO gap   8.0 eV

Each line ends with the Löwdin charge.
Geometry (Å):
C  -2.737  5.524  4.762  -1.635
C  -2.824  1.749  8.045  -1.632
Br  2.714  -1.864  -0.388  0.550
Br  1.052  -7.913  -1.369  0.574
O  -4.073  0.045  2.112  -0.303
H  -3.190  4.598  4.465  -0.055
C  3.308  -3.532  -1.152  -1.593
H  -1.675  -2.830  -0.872  0.009
C  -0.986  -2.293  -0.309  -0.041
Br  -4.550  4.681  -0.143  0.582
C  -2.839  -2.813  11.606  -1.644
H  -10.071  -0.157  4.763  -0.088
Br  2.228  3.678  -0.102  0.592
C  9.015  2.204  -6.733  -1.605
Br  2.915  1.519  -3.257  0.526
Br  -3.925  0.593  9.125  0.539
Br  -11.774  0.812  6.258  0.583
C  14.126  1.657  -9.552  -1.658
Br  -10.103  2.153  3.904  0.550
C  3.980  3.127  -3.338  -1.649
H  -5.372  -1.333  5.761  -0.023
C  3.039  2.230  0.872  -1.566
H  -2.834  2.560  2.086  0.053
Br  1.818  0.756  1.114  0.576
Br  -5.416  0.972  4.891  0.637
H  4.266  -3.355  -1.599  -0.072
Br  2.121  -7.878  -4.373  0.591
H  -3.121  6.560  0.584  -0.041
O  -5.963  1.505  1.571  -0.140
Br  -2.074  -4.204  12.693  0.583
Br  -1.111  5.729  3.735  0.555
Br  -0.705  -5.476  -8.541  0.572
Br  -7.088  -0.330  7.218  0.587
H  8.422  -1.085  -3.623  -0.105
Br  -1.748  5.674  -1.267  0.577
Br  -0.714  -6.607  -3.676  0.550
H  4.218  3.399  -2.326  -0.103
Br  7.900  3.692  -0.468  0.530
H  -1.132  -2.500  0.699  0.078
H  -6.803  -2.630  0.180  0.026
Br  3.550  -4.885  0.194  0.597
Br  8.388  3.990  -6.378  0.581
Br  2.998  4.596  -4.104  0.580
H  -2.226  -1.309  -2.212  0.118
I  -4.341  -3.550  0.193  0.999
C  -5.912  -2.106  0.195  -0.572
H  0.105  -8.918  -3.411  -0.030
Br  -1.224  -8.340  -7.247  0.559
Br  9.926  4.875  1.684  0.592
C  8.886  3.347  1.154  -1.632
H  8.510  1.860  -7.615  -0.029
H  -3.471  2.420  7.510  -0.060
C  -2.232  -0.545  -1.518  -0.116
H  13.298  1.986  -8.952  -0.094
H  0.267  -6.514  -6.525  -0.105
N  -3.562  -0.405  -0.850  -0.269
Br  6.059  -1.771  -3.673  0.583
H  -4.816  -0.249  -2.450  0.104
H  -3.505  -0.847  0.081  0.072
H  -4.377  -1.835  -2.188  0.087
Br  -2.347  5.403  6.641  0.595
H  -0.039  -2.595  -0.619  0.008
H  -2.003  0.325  -2.052  0.104
Br  -1.824  0.755  6.731  0.555
Br  -1.549  -1.452  11.177  0.550
C  -4.638  -0.952  -1.701  -0.267
Br  10.902  2.163  -7.108  0.613
C  -5.920  -1.135  -0.972  -0.252
Br  -3.996  6.927  4.375  0.586
H  -2.633  2.004  -0.685  -0.034
Br  -3.669  -3.524  10.018  0.553
Br  1.697  -7.548  -8.246  0.566
F  -1.305  -0.237  0.590  0.029
C  -10.880  0.526  4.580  -1.658
C  -6.179  -0.653  5.562  -1.595
Br  8.539  0.999  -5.306  0.594
H  -0.226  -0.525  -0.973  0.104
Br  15.008  0.241  -8.587  0.566
Br  -1.680  2.822  9.162  0.560
C  0.575  -7.971  -3.232  -1.609
H  -6.228  1.848  0.740  0.031
Br  4.698  1.686  0.066  0.570
P  -3.879  1.367  -0.581  0.962
Br  13.400  1.031  -11.222  0.569
O  -3.719  2.462  2.364  -0.151
C  -3.381  6.197  -0.394  -1.618
Br  -12.040  -0.298  3.283  0.569
Br  5.642  2.813  -4.256  0.542
C  0.043  -6.912  -7.497  -1.671
H  8.166  3.169  1.929  -0.036
H  3.264  2.609  1.850  -0.029
Br  9.965  1.762  1.003  0.576
Br  7.563  0.298  -1.768  0.503
C  7.730  -1.299  -2.832  -1.643
Br  2.123  -4.119  -2.555  0.557
Br  -4.270  7.621  -1.320  0.628
Br  -7.324  -1.494  4.259  0.604
H  -6.302  -0.221  -0.621  0.083
P  -4.393  1.311  1.528  0.156
H  -3.612  -2.347  12.184  -0.035
H  -5.920  -1.575  1.088  -0.003
H  -6.600  -1.494  -1.669  0.109
Br  8.466  -2.759  -1.820  0.607
C  -1.125  -0.822  -0.553  -0.457
Br  15.283  3.173  -9.802  0.576


# 5
The molecule C4H5NO, computed with ωB97M-V/def2-TZVPD.

Properties
HOMO energy   -0.32561 Ha
Spin multiplicity   1
Charge   0
LUMO level   0.484 eV
Energy above the lowest of the compared OMol25 structures with the same formula, charge and spin   79.2 kcal/mol
HOMO-LUMO gap   9.3 eV

Each line ends with the Löwdin charge.
Geometry (Å):
C  -0.664  -0.826  -0.200  -0.028
H  -0.604  -1.874  -0.460  0.113
C  0.478  0.034  0.281  -0.427
N  1.751  -0.084  -0.407  0.043
C  -0.113  1.435  0.405  0.028
C  -1.740  -0.061  -0.177  -0.081
H  -2.791  -0.216  -0.378  0.120
O  -1.402  1.273  0.191  -0.065
H  0.604  -0.197  1.358  0.159
H  2.502  -0.281  0.243  0.071
H  1.978  0.798  -0.856  0.068


# 6
The molecule C4H11PS in a non-equilibrium geometry, computed with ωB97M-V/def2-TZVPD.

Properties
HOMO energy (alpha / beta)   -0.12201 / -0.34126 Ha
Spin multiplicity   3
Charge   0
LUMO level (alpha / beta)   0.720 / -1.618 eV
Energy above the lowest of the compared OMol25 structures with the same formula, charge and spin   64.0 kcal/mol
HOMO-LUMO gap (alpha / beta)   4.0 / 7.7 eV

Each line ends with the Mulliken spin population.
Geometry (Å):
H  -1.172  2.243  0.974  -0.130
H  -1.249  0.501  -2.148  -0.118
H  0.750  -1.497  0.963  0.007
S  2.522  -0.050  -0.012  0.026
C  -0.433  1.486  1.151  0.585
H  1.181  -0.198  -1.965  -0.054
C  -1.461  -0.351  -1.450  1.594
H  1.271  1.463  -1.364  -0.008
H  -0.807  -2.197  0.265  0.000
H  2.345  -1.445  -0.013  -0.007
C  1.153  0.335  -1.050  0.129
H  -0.703  -1.393  1.944  0.005
H  -0.624  1.100  2.136  -0.046
P  -0.495  0.131  -0.144  0.127
H  -2.490  -0.635  -1.241  -0.183
H  0.573  1.912  1.021  -0.029
C  -0.362  -1.407  0.933  0.101


# 7
A structure of composition C4H7CdO in a non-equilibrium geometry, computed with ωB97M-V/def2-TZVPD.

Properties
HOMO energy (alpha / beta)   -0.46233 / -0.49479 Ha
Spin multiplicity   1
Charge   +1
LUMO level (alpha / beta)   -5.573 / -6.093 eV
Energy above the lowest of the compared OMol25 structures with the same formula, charge and spin   6.5 kcal/mol
HOMO-LUMO gap (alpha / beta)   7.0 / 7.4 eV

Each line ends with the Löwdin charge.
Geometry (Å):
O  -0.406  -0.326  2.094  -0.354
C  -1.203  -0.161  -1.188  0.042
C  0.040  0.673  -0.943  -0.177
H  1.134  0.930  1.444  0.215
H  0.736  0.835  -1.788  0.134
H  0.874  -1.304  -0.140  0.107
Cd  -0.911  -2.022  2.655  1.071
H  -2.114  0.431  -0.994  0.074
H  -0.221  1.660  -0.533  0.115
H  2.097  -0.147  0.342  0.135
C  0.133  0.289  1.132  -0.312
C  1.029  -0.248  0.118  -0.127
H  -1.188  -0.610  -2.199  0.078


# 8
A structure of composition C4H13N4O2P in a non-equilibrium geometry, computed with ωB97M-V/def2-TZVPD.

Properties
HOMO energy (alpha / beta)   -0.22988 / -0.32014 Ha
Spin multiplicity   3
Charge   0
LUMO level (alpha / beta)   0.906 / -1.736 eV
Energy above the lowest of the compared OMol25 structures with the same formula, charge and spin   0.0 kcal/mol
HOMO-LUMO gap (alpha / beta)   7.2 / 7.0 eV

Each line ends with the Mulliken spin population.
Geometry (Å):
C  -1.798  -0.080  -1.243  -0.032
H  3.135  -0.094  -1.173  -0.001
H  -3.673  1.030  -0.851  0.002
H  -2.403  -0.774  -1.837  0.057
H  -0.790  0.420  1.439  0.038
H  2.289  -1.850  0.288  0.020
H  -1.079  0.415  -1.893  0.033
N  0.653  -0.840  -0.401  0.567
O  -2.768  0.338  0.835  0.014
C  -2.664  0.918  -0.456  0.028
H  1.650  1.795  1.782  0.000
H  2.601  0.440  1.725  0.001
P  1.227  0.722  -0.121  0.059
N  2.667  0.786  -1.012  0.048
H  -1.695  -1.091  1.793  0.030
H  0.899  -1.959  1.385  -0.005
H  -2.163  1.889  -0.392  0.002
O  0.334  1.816  -0.499  -0.002
N  1.695  0.825  1.502  0.000
H  0.898  -2.873  -0.155  0.003
N  -1.155  -0.855  -0.216  1.148
C  -1.543  -0.292  1.058  -0.011
C  1.197  -1.940  0.331  0.007
H  2.486  1.256  -1.889  -0.004